71
Properties=species:S:1:pos:R:3:forces:R:3 method="wB97M-V/def2-TZVPD" s_squared=0.8249 spin_multiplicity=2 charge=+1 e_tot_ha=-3792.595059
Pt 0.544264 -0.096970 0.091781 0.256 -1.143 -0.124
O 1.124951 -0.886220 2.205590 0.336 0.906 -1.522
N 1.110497 0.002229 3.191756 -0.177 1.019 0.567
C 0.960692 -0.435311 4.472039 0.147 -0.168 -1.015
C 0.959218 0.456550 5.509636 0.105 0.886 0.192
C 1.101679 1.826181 5.264074 -0.084 -0.615 -0.720
C 1.222453 2.246168 3.936239 0.001 0.178 0.943
C 1.230703 1.328819 2.925374 -0.068 -0.853 -0.351
H 0.860095 -1.502210 4.585419 0.006 -0.058 -0.052
H 0.844488 0.091287 6.516619 -0.009 -0.108 0.074
H 1.100240 2.539508 6.068902 -0.010 0.093 0.137
H 1.304369 3.292802 3.693536 0.024 0.085 -0.072
H 1.304230 1.590866 1.873433 -0.008 0.003 0.254
C -3.324578 -3.001460 2.691392 0.061 0.137 0.020
C -2.195362 -3.657565 1.926696 0.452 0.641 0.022
S -0.718457 -2.511208 1.846072 -0.358 -2.984 1.004
O -1.095935 -1.645920 0.679493 0.133 2.315 -2.003
C 0.501138 -3.681709 1.114475 -0.070 0.239 0.413
C 1.368445 -4.285262 2.199440 -0.104 0.031 0.102
H -4.256604 -3.532749 2.511162 -0.008 -0.061 0.020
H -3.464152 -1.977074 2.358352 -0.123 0.146 -0.034
H -3.126222 -3.001549 3.759372 -0.025 0.043 0.107
H -2.481661 -3.870140 0.901390 0.197 -0.058 -0.191
H -1.841320 -4.557021 2.426048 0.166 -0.107 -0.071
H 1.095921 -3.080226 0.423133 -0.107 0.087 0.021
H -0.035521 -4.441001 0.551321 -0.194 0.080 -0.100
H 1.895279 -3.494687 2.728289 0.169 0.002 0.073
H 2.101407 -4.959121 1.760913 0.012 0.003 -0.005
H 0.776777 -4.853202 2.914855 -0.037 -0.097 0.091
O -4.538645 3.501080 -1.357872 0.306 0.151 0.090
S -4.071739 2.213380 -0.958776 0.253 -0.308 -1.262
O -5.032511 1.265796 -0.483511 0.267 -0.132 0.233
N -2.795631 2.315911 0.072217 1.543 -0.711 0.515
C -1.713960 1.702902 -0.376503 -2.813 1.299 0.980
O -0.636639 1.587784 0.324260 1.129 -0.828 0.969
C -1.818863 1.216873 -1.726566 -0.253 -1.074 -2.659
C -0.850058 0.571428 -2.511338 -0.745 0.685 1.543
C -1.159752 0.182082 -3.790846 -0.275 -0.295 -0.817
C -2.422919 0.436939 -4.331161 0.158 0.156 0.593
C -3.405718 1.075447 -3.564246 0.117 -0.316 -0.672
C -3.087501 1.443518 -2.292430 0.594 0.319 1.698
H 0.149407 0.409970 -2.102539 0.264 0.010 -0.203
H -0.415534 -0.317460 -4.392914 0.067 -0.045 -0.052
H -2.648497 0.133947 -5.339974 0.017 -0.033 -0.142
H -4.383034 1.261347 -3.978676 -0.153 0.041 -0.009
O 1.800401 -1.261683 -0.998375 -2.209 0.412 1.107
C 3.178083 -1.149633 -1.094254 1.461 0.634 0.124
C 3.819338 -1.516728 0.218309 -0.012 -0.346 0.068
C 3.940552 -0.739430 1.335728 0.020 -0.197 -0.360
C 4.493019 -1.441642 2.426432 0.064 -0.214 0.198
C 4.767064 -2.740559 2.126239 -0.166 -0.139 -0.216
S 4.354539 -3.133840 0.508584 0.069 0.518 0.207
C 3.564014 -2.056420 -2.234446 -0.458 -0.626 -0.223
C 4.761162 -2.318396 -2.846571 -0.567 0.322 0.708
C 4.607248 -3.162687 -3.956078 -0.653 -0.488 -0.410
C 3.301337 -3.516828 -4.172140 0.320 0.111 -0.030
S 2.234270 -2.823480 -3.029796 0.732 -0.195 -0.229
C 3.627953 0.229596 -1.530029 -0.240 0.345 0.265
C 4.778365 0.893843 -1.216083 -0.468 -0.307 0.145
C 4.911440 2.108930 -1.913589 -0.177 0.316 -0.464
C 3.874796 2.341356 -2.765543 0.076 -0.060 0.083
S 2.713827 1.082597 -2.737407 0.392 -0.015 0.423
H 3.663846 0.300254 1.375182 0.004 0.186 -0.085
H 4.690900 -0.994451 3.384339 0.085 0.039 0.197
H 5.191897 -3.496645 2.758856 0.120 -0.071 0.147
H 5.708984 -1.935675 -2.516227 0.166 0.178 0.126
H 5.425950 -3.503675 -4.563065 0.112 -0.073 -0.144
H 2.916595 -4.146939 -4.949877 -0.047 -0.137 -0.164
H 5.490936 0.537465 -0.495912 0.144 -0.134 0.102
H 5.743770 2.777858 -1.791933 0.126 0.156 -0.019
H 3.733204 3.183841 -3.411177 -0.056 0.223 -0.143